Computed, not measured: 2 unconnected molecules or ions with the total composition BrH2O2PS, with ωB97M-V/def2-TZVPD.

Geometry as XYZ:
```
7
Properties=species:S:1:pos:R:3:forces:R:3
O -3.751779 -0.373799 1.909908 -0.21 0.00 4.15
O 0.005865 0.161797 -0.382424 1.67 -0.99 0.21
P -3.880292 -0.786286 0.540449 1.39 3.41 -2.28
S -4.041528 -2.525009 -0.234641 -0.75 -2.85 -1.28
Br -3.885294 1.059789 -0.618487 -0.40 -0.56 -0.60
H -0.296870 0.664051 -1.107147 -0.57 0.91 -1.25
H -0.671787 0.190293 0.260533 -1.14 0.08 1.07
```
Forces are in eV/Å.

Properties
HOMO energy (spin up / spin down), eV: -6.86 / -11.27
HOMO-LUMO gap (spin up / spin down), eV: 5.8 / 6.6
Strongest force on any atom, hartree/bohr: 0.0842
Energy above the lowest of the compared OMol25 structures with the same formula, charge and spin, kcal per mole: 48.62
Charge: 0
Total energy, Ha: -3465.13167
Spin multiplicity: 3
Molecular weight, g mol⁻¹: 177.0

Atom-resolved charges from natural (NBO), all expressed in e: number 1, O, carries -0.98; number 2, O, carries -0.93; number 3, P, carries 1.05; number 4, S, carries 0.06; number 5, Br, carries -0.13; number 6, H, carries 0.47; number 7, H, carries 0.47

Computed, not measured: 2 unconnected molecules or ions with the total composition BrH3N2, with ωB97M-V/def2-TZVPD.

Geometry as XYZ:
```
6
Properties=species:S:1:pos:R:3:forces:R:3
N -1.009025 0.583176 -0.107644 2.38 0.88 1.06
N 0.610678 -0.763254 0.072856 -3.44 -0.28 -0.79
Br 2.138408 0.067724 0.023183 2.77 1.72 0.30
H -1.516681 -0.218779 0.265491 -0.23 0.59 0.71
H -0.769782 1.366672 0.665964 -0.79 -2.84 -1.73
H 0.546402 -1.035540 -0.919852 -0.69 -0.06 0.45
```
Forces are in eV/Å.

Properties
HOMO energy (spin up / spin down), eV: -9.40 / -9.51
HOMO-LUMO gap (spin up / spin down), eV: 9.1 / 8.9
Strongest force on any atom, hartree/bohr: 0.0687
Energy above the lowest of the compared OMol25 structures with the same formula, charge and spin, kcal per mole: 60.34
Charge: 0
Total energy, Ha: -2685.15851
Molecular weight, g mol⁻¹: 110.9

Atom-resolved charges from natural (NBO), all expressed in e: number 1, N, carries -0.67; number 2, N, carries -0.61; number 3, Br, carries 0.25; number 4, H, carries 0.34; number 5, H, carries 0.35; number 6, H, carries 0.35

Computed, not measured: 2 unconnected molecules or ions with the total composition BrH3NO2P, with ωB97M-V/def2-TZVPD.

Geometry as XYZ:
```
8
Properties=species:S:1:pos:R:3:forces:R:3
N -0.551259 0.825177 -0.881126 -0.81 -1.90 -1.62
O -1.332665 -0.444580 1.278973 -0.06 0.23 0.76
O 1.222229 -1.132519 0.607779 -2.28 0.39 -0.58
P -0.985531 -0.662210 -0.231897 2.56 0.21 -0.54
Br 2.625809 -0.502690 -0.310095 -0.23 0.09 -0.11
H 0.156175 1.340135 -0.381760 0.33 0.47 -0.38
H -0.521852 0.764781 -1.960481 0.38 0.52 2.59
H -0.612904 -0.188094 1.878606 0.12 -0.02 -0.11
```
Forces are in eV/Å.

Properties
HOMO energy, eV: -8.68
HOMO-LUMO gap, eV: 8.2
Strongest force on any atom, hartree/bohr: 0.0519
Energy above the lowest of the compared OMol25 structures with the same formula, charge and spin, kcal per mole: 21.18
Charge: 0
Total energy, Ha: -3122.34767
Molecular weight, g mol⁻¹: 159.9

Atom-resolved charges from natural (NBO), all expressed in e: number 1, N, carries -1.19; number 2, O, carries -1.01; number 3, O, carries -0.95; number 4, P, carries 1.52; number 5, Br, carries 0.23; number 6, H, carries 0.42; number 7, H, carries 0.43; number 8, H, carries 0.54

Computed, not measured: a molecular structure, BrH3O3Si, with ωB97M-V/def2-TZVPD.

Geometry as XYZ:
```
8
Properties=species:S:1:pos:R:3:forces:R:3
O 1.041393 -0.784278 -0.789289 1.11 0.52 -1.00
O -0.102167 1.522960 -0.887281 0.17 -1.70 1.11
O -1.413654 -0.373118 0.684599 0.99 -0.25 -1.07
Si -0.011657 0.112348 0.006119 0.06 2.21 1.68
Br 1.171829 0.183069 2.759318 -0.82 0.06 -2.29
H 1.673314 -0.239491 -1.352903 -1.13 -1.10 1.01
H -0.722679 2.226986 -0.700560 -0.18 0.09 0.29
H -1.265617 -1.153090 1.240465 -0.20 0.17 0.27
```
Forces are in eV/Å.

Properties
HOMO energy, eV: -9.23
HOMO-LUMO gap, eV: 8.6
Strongest force on any atom, hartree/bohr: 0.0539
Energy above the lowest of the compared OMol25 structures with the same formula, charge and spin, kcal per mole: 32.48
Charge: 0
Total energy, Ha: -3091.16470
Molecular weight, g mol⁻¹: 159.0

Atom-resolved charges from natural (NBO), all expressed in e: number 1, O, carries -1.11; number 2, O, carries -1.10; number 3, O, carries -1.08; number 4, Si, carries 2.35; number 5, Br, carries -0.65; number 6, H, carries 0.54; number 7, H, carries 0.52; number 8, H, carries 0.53

Computed, not measured: 24 unconnected molecules or ions with the total composition BrH46O23, with ωB97M-V/def2-TZVPD.

Geometry as XYZ:
```
70
Properties=species:S:1:pos:R:3:forces:R:3
Br 0.390947 -0.163399 0.044320 0.44 -0.23 -0.28
O -1.053353 2.452546 -4.604419 -0.78 0.11 -0.38
H -0.260175 2.379557 -4.073594 0.59 -0.11 0.85
H -1.043276 1.672753 -5.159446 0.04 -0.18 -0.17
O -0.101031 -1.928430 -3.007290 0.69 -0.31 -0.49
H -0.115840 -1.294429 -2.290313 0.05 0.52 0.44
H -1.023828 -2.095243 -3.199236 0.10 0.30 -0.22
O -1.776789 -3.483787 -1.415474 -0.12 -0.27 -0.06
H -2.113825 -2.752730 -1.933363 -0.24 0.44 0.08
H -2.380707 -4.204192 -1.595839 -0.17 -0.32 0.02
O -1.745923 1.301500 4.037427 -0.27 0.87 1.05
H -1.405909 0.507768 3.624394 0.15 -0.73 -0.41
H -0.965903 1.772426 4.330736 0.23 -0.02 0.04
O -1.766197 2.294670 0.030165 -0.63 0.01 -0.45
H -1.145163 2.939503 -0.308569 0.27 0.47 -0.05
H -1.225788 1.538921 0.260447 0.41 -0.66 0.13
O 3.371008 -1.775293 2.073292 0.49 0.08 -0.13
H 3.905077 -1.157922 1.573454 0.13 0.34 -0.05
H 2.603884 -1.930021 1.522099 -0.53 -0.14 -0.27
O 1.601584 0.654418 4.752017 0.22 0.14 0.33
H 2.423122 0.680826 4.261491 0.26 -0.05 -0.33
H 1.629642 1.432238 5.309188 -0.12 0.17 0.15
O -3.090668 2.765168 2.380741 -1.08 0.83 0.09
H -2.615828 2.483802 1.598705 0.25 -0.08 -0.41
H -2.639236 3.560887 2.662293 0.12 0.01 0.14
O -2.790283 -1.322207 -3.523904 0.01 -0.67 0.06
H -3.135977 -1.960192 -4.148165 -0.12 -0.19 -0.24
H -3.305418 -0.530624 -3.679642 -0.34 0.72 0.25
O 1.934256 -2.766817 4.107830 -0.18 -0.11 0.86
H 2.453753 -2.152455 3.589249 0.18 0.05 -0.05
H 1.889511 -3.557143 3.569676 -0.02 -0.26 -0.38
O 3.468899 -0.645183 -1.328459 0.75 -0.15 -0.18
H 4.006005 -1.434701 -1.262015 0.25 -0.18 -0.05
H 2.705642 -0.827330 -0.780294 -1.03 0.22 0.31
O 3.402003 3.749330 -1.203986 0.45 0.36 0.26
H 2.617662 4.286851 -1.093924 -0.30 0.07 0.16
H 3.122157 3.029385 -1.769315 -0.02 -0.23 -0.33
O -3.486596 -0.179303 2.251976 -0.12 -0.08 0.68
H -3.650146 -1.122158 2.229575 0.12 -0.25 -0.02
H -3.536288 0.094710 1.336181 -0.02 0.05 -0.45
O 2.865525 2.177998 1.282071 0.19 -0.03 0.66
H 2.412247 1.471910 0.821412 -0.48 -0.34 -0.16
H 3.550686 2.459133 0.675648 0.09 0.37 -0.37
O 3.449535 1.523101 -2.905252 0.66 0.43 -0.86
H 3.669027 1.330572 -3.816833 0.18 0.12 -0.29
H 3.659551 0.717682 -2.432579 -0.08 -0.81 0.74
O -3.635882 0.111593 -0.500579 -0.27 -0.16 0.04
H -3.848133 -0.654501 -1.033768 -0.05 -0.19 -0.09
H -3.045117 0.628796 -1.048032 0.24 0.38 -0.05
O -0.296930 4.753793 0.140755 0.25 0.09 -0.32
H -0.171566 4.542732 1.065942 0.11 -0.22 0.32
H -0.963160 5.441086 0.139518 -0.23 0.15 -0.05
O 1.261767 -3.414691 -0.512775 0.57 -0.33 0.18
H 0.643630 -2.690824 -0.613537 -0.47 0.45 -0.02
H 1.804734 -3.377991 -1.300214 -0.04 -0.07 -0.30
O -0.221362 -0.737944 3.336263 -0.47 -0.57 -0.26
H 0.403215 -0.264193 3.885525 0.32 0.00 0.39
H 0.187811 -0.759310 2.471194 -0.05 0.01 -0.43
O 0.977474 2.066519 -2.606574 -1.13 0.80 -0.46
H 1.825054 1.807289 -2.968007 0.47 -0.21 0.06
H 0.892252 1.553522 -1.802946 -0.29 -0.44 0.50
O 1.638930 -4.789005 1.812443 0.29 -0.35 0.76
H 1.464077 -4.405537 0.953026 -0.07 0.40 -0.67
H 0.920746 -5.406631 1.950285 -0.24 -0.14 0.07
O -1.579466 -4.072545 1.245070 -0.13 -0.51 0.53
H -1.680223 -3.727795 0.357800 0.02 0.29 -0.42
H -0.800423 -3.633258 1.586189 0.17 0.24 0.30
O -3.703567 1.346857 -3.193489 -0.17 -0.43 -0.23
H -4.049647 2.145382 -2.794988 -0.17 0.11 0.19
H -2.781791 1.542562 -3.361578 0.67 0.46 -0.25
```
Forces are in eV/Å.

Properties
HOMO energy, eV: -6.10
HOMO-LUMO gap, eV: 8.0
Strongest force on any atom, hartree/bohr: 0.0283
Energy above the lowest of the compared OMol25 structures with the same formula, charge and spin, kcal per mole: 1.38
Charge: -1
Total energy, Ha: -4332.27461
Molecular weight, g mol⁻¹: 494.2

Atom-resolved charges from natural (NBO), all expressed in e: number 1, Br, carries -0.91; number 2, O, carries -0.98; number 3, H, carries 0.51; number 4, H, carries 0.46; number 5, O, carries -0.97; number 6, H, carries 0.49; number 7, H, carries 0.47; number 8, O, carries -0.94; number 9, H, carries 0.48; number 10, H, carries 0.47; number 11, O, carries -0.96; number 12, H, carries 0.50; number 13, H, carries 0.43; number 14, O, carries -1.00; number 15, H, carries 0.49; number 16, H, carries 0.50; number 17, O, carries -0.96; number 18, H, carries 0.48; number 19, H, carries 0.49; number 20, O, carries -0.94; number 21, H, carries 0.49; number 22, H, carries 0.48; number 23, O, carries -0.94; number 24, H, carries 0.48; number 25, H, carries 0.43; number 26, O, carries -0.98; number 27, H, carries 0.47; number 28, H, carries 0.51; number 29, O, carries -0.97; number 30, H, carries 0.48; number 31, H, carries 0.48; number 32, O, carries -0.98; number 33, H, carries 0.48; number 34, H, carries 0.51; number 35, O, carries -0.97; number 36, H, carries 0.48; number 37, H, carries 0.49; number 38, O, carries -0.95; number 39, H, carries 0.45; number 40, H, carries 0.49; number 41, O, carries -0.97; number 42, H, carries 0.48; number 43, H, carries 0.48; number 44, O, carries -0.97; number 45, H, carries 0.48; number 46, H, carries 0.52; number 47, O, carries -0.95; number 48, H, carries 0.47; number 49, H, carries 0.49; number 50, O, carries -0.95; number 51, H, carries 0.48; number 52, H, carries 0.47; number 53, O, carries -0.98; number 54, H, carries 0.51; number 55, H, carries 0.48; number 56, O, carries -0.96; number 57, H, carries 0.49; number 58, H, carries 0.48; number 59, O, carries -1.02; number 60, H, carries 0.48; number 61, H, carries 0.50; number 62, O, carries -0.99; number 63, H, carries 0.50; number 64, H, carries 0.47; number 65, O, carries -0.98; number 66, H, carries 0.48; number 67, H, carries 0.48; number 68, O, carries -0.99; number 69, H, carries 0.49; number 70, H, carries 0.50

Computed, not measured: 2 unconnected molecules or ions with the total composition BrH4N2OP, with ωB97M-V/def2-TZVPD.

Geometry as XYZ:
```
9
Properties=species:S:1:pos:R:3:forces:R:3
N -0.326367 -0.556575 0.155051 -2.71 0.53 -0.22
N -1.201250 2.104830 -0.463129 0.48 0.57 0.82
O 2.629859 -1.184393 0.699250 -0.27 -0.13 -1.24
P -1.349534 0.605468 -0.246398 1.35 -1.29 0.23
Br -3.407030 0.254110 -0.876757 0.34 -0.56 0.12
H -0.836175 -1.450685 0.386700 0.66 1.12 -0.39
H 1.706276 -1.133269 0.316857 1.58 0.10 0.33
H -0.502270 2.640489 0.067473 -0.11 -0.49 -0.58
H 3.286491 -1.279974 -0.039048 -1.32 0.15 0.93
```
Forces are in eV/Å.

Properties
HOMO energy, eV: -10.52
HOMO-LUMO gap, eV: 10.0
Strongest force on any atom, hartree/bohr: 0.0538
Energy above the lowest of the compared OMol25 structures with the same formula, charge and spin, kcal per mole: 49.09
Charge: 0
Total energy, Ha: -3102.49927
Molecular weight, g mol⁻¹: 158.9
SMILES: [H]/N=P(\Br)=N/[H].O

Atom-resolved charges from natural (NBO), all expressed in e: number 1, N, carries -1.21; number 2, N, carries -1.21; number 3, O, carries -0.97; number 4, P, carries 1.75; number 5, Br, carries -0.14; number 6, H, carries 0.40; number 7, H, carries 0.50; number 8, H, carries 0.41; number 9, H, carries 0.47